(1)
DFT (the ωB97M-V functional and the def2-TZVPD basis) results for a 8-piece molecular cluster, C25H50F4NO25P3 overall at a distorted geometry.

Geometry (Å):
O1 -0.31 -3.27 0.41
C1 -0.23 -2.15 0.04
O2 0.11 -1.75 -1.15
C2 0.33 -0.38 -1.25
C3 -0.48 0.07 -0.07
F1 -1.69 0.44 -0.54
O3 -0.58 -1.07 0.75
H1 1.39 -0.17 -1.11
H2 -0.06 -0.09 -2.23
H3 -0.10 0.90 0.52
O4 -4.02 -4.47 -4.03
C4 -3.98 -4.24 -2.83
O5 -3.47 -3.08 -2.33
C5 -3.43 -3.27 -0.91
C6 -4.46 -4.32 -0.59
F2 -5.56 -3.69 -0.30
O6 -4.55 -4.92 -1.84
H4 -2.43 -3.48 -0.52
H5 -3.66 -2.36 -0.35
H6 -4.20 -4.97 0.24
O7 3.19 2.12 -2.42
C7 3.83 1.77 -1.43
O8 3.38 1.02 -0.48
C8 4.30 0.69 0.56
C9 5.52 1.40 0.03
F3 6.49 0.51 -0.26
O9 5.06 2.04 -1.11
H7 3.83 0.96 1.50
H8 4.35 -0.39 0.59
H9 5.97 2.08 0.75
O10 3.32 -3.25 0.85
C10 3.29 -3.21 -0.38
O11 2.83 -4.13 -1.21
C11 3.09 -3.80 -2.52
C12 3.16 -2.30 -2.45
F4 1.97 -1.76 -2.82
O12 3.55 -2.10 -1.09
H10 3.95 -4.35 -2.91
H11 2.28 -4.11 -3.17
H12 3.89 -2.04 -3.21
C13 4.35 5.60 -1.88
O13 3.21 5.34 -1.07
P1 3.21 5.21 0.58
O14 4.27 4.31 1.15
O15 1.65 4.83 0.92
C14 0.74 4.10 0.06
O16 3.49 6.77 1.04
C15 3.40 7.05 2.39
H13 4.37 6.44 -2.57
H14 4.84 4.77 -2.40
H15 5.15 6.00 -1.27
H16 -0.06 4.81 -0.11
H17 0.28 3.22 0.50
H18 1.07 3.61 -0.86
H19 2.55 7.66 2.68
H20 4.23 7.75 2.49
H21 3.38 6.09 2.91
C16 -3.05 4.23 -1.16
O17 -3.09 3.88 -2.56
P2 -2.35 2.64 -3.30
O18 -0.90 2.47 -3.19
O19 -2.69 2.75 -4.88
C17 -2.38 1.64 -5.69
O20 -3.26 1.33 -2.83
C18 -4.54 1.06 -3.40
H22 -4.10 4.36 -0.88
H23 -2.52 5.17 -1.03
H24 -2.67 3.43 -0.53
H25 -1.65 1.99 -6.42
H26 -3.13 1.10 -6.27
H27 -1.85 0.87 -5.13
H28 -5.20 1.05 -2.53
H29 -4.55 0.09 -3.91
H30 -4.84 1.98 -3.89
C19 0.20 -9.75 4.26
O21 1.17 -9.25 3.44
P3 1.16 -7.64 3.05
O22 1.22 -6.64 4.20
O23 2.31 -7.60 1.90
C20 2.65 -6.33 1.28
O24 -0.18 -7.49 2.14
C21 -0.77 -6.20 1.93
H31 -0.21 -9.05 4.99
H32 0.49 -10.59 4.89
H33 -0.67 -10.09 3.69
H34 2.73 -5.54 2.03
H35 1.92 -6.07 0.51
H36 3.65 -6.29 0.83
H37 -0.20 -5.36 2.34
H38 -1.81 -6.04 2.24
H39 -0.71 -5.95 0.87
C22 -1.40 5.33 3.06
O25 -2.08 4.85 1.94
C23 -3.19 4.04 2.24
C24 -3.10 2.80 3.13
C25 -2.20 1.73 2.50
N1 -4.49 2.31 3.38
H40 -2.09 5.80 3.75
H41 -0.60 6.01 2.76
H42 -0.99 4.46 3.57
H43 -3.89 4.67 2.79
H44 -3.76 3.83 1.34
H45 -2.86 3.05 4.17
H46 -2.21 1.50 1.44
H47 -2.34 0.72 2.90
H48 -1.14 1.75 2.72
H49 -5.20 3.02 3.28
H50 -4.68 1.51 2.79

Values from the calculation:
spin multiplicity = 1
structure (SMILES) = O=C1OC[C@@H](F)O1.O=C1OC[C@@H](F)O1.O=C1OC[C@@H](F)O1.O=C1OC[C@@H](F)O1.COP(=O)(OC)OC.COP(=O)(OC)OC.COP(=O)(OC)OC.COC[C@H](C)N

(2)
DFT (the ωB97M-V functional and the def2-TZVPD basis) results for C25H50FNO3PTl as an isolated structure at a distorted geometry.

Geometry (Å):
C1 5.07 -2.49 -2.25
C2 4.91 -1.38 -1.81
C3 4.71 0.06 -1.30
P1 3.25 0.25 0.00
C4 4.07 -0.63 1.47
C5 5.63 -0.73 1.53
C6 6.42 0.62 1.76
C7 7.99 0.23 1.77
N1 8.70 1.08 0.76
C8 3.69 2.09 0.53
F1 3.77 2.25 1.91
C9 2.59 3.13 0.04
C10 3.28 4.58 0.22
O1 1.72 0.56 0.80
C11 0.66 -0.18 0.19
C12 -0.05 0.46 -1.07
C13 -1.50 -0.05 -1.37
O2 -1.83 0.42 -2.72
C14 1.37 -1.60 -0.09
C15 0.55 -2.80 -0.71
C16 -0.43 -3.35 0.41
C17 -1.92 -3.60 -0.06
C18 -2.87 -2.50 0.62
C19 -4.11 -2.12 -0.27
C20 -5.12 -1.11 0.43
C21 -5.95 -0.43 -0.75
C22 -7.34 0.17 -0.25
C23 -7.50 1.68 -0.75
C24 -8.69 2.45 -0.04
C25 -8.47 2.50 1.55
O3 2.64 -1.27 -0.63
H1 5.11 -3.34 -2.97
H2 4.41 0.63 -2.23
H3 5.67 0.53 -0.95
H4 2.60 0.91 -1.11
H5 3.73 -0.24 2.47
H6 3.68 -1.70 1.44
H7 5.86 -1.37 2.44
H8 6.12 -1.27 0.67
H9 6.16 1.03 2.78
H10 6.31 1.38 0.95
H11 8.12 -0.83 1.39
H12 8.46 0.38 2.78
H13 8.27 0.80 -0.14
H14 8.38 2.05 0.86
H15 4.62 2.35 -0.04
H16 2.36 3.04 -1.06
H17 1.69 3.16 0.71
H18 3.41 4.75 1.31
H19 2.62 5.37 -0.22
H20 4.29 4.56 -0.29
H21 -0.21 -0.37 0.90
H22 -0.05 1.59 -1.06
H23 0.59 0.17 -1.97
H24 -2.30 0.37 -0.71
H25 -1.59 -1.17 -1.40
H26 -1.31 -0.17 -3.29
H27 1.55 -1.96 0.97
H28 1.30 -3.62 -0.91
H29 0.05 -2.59 -1.71
H30 -0.46 -2.61 1.25
H31 -0.01 -4.30 0.87
H32 -2.01 -3.53 -1.19
H33 -2.33 -4.59 0.28
H34 -3.23 -2.82 1.64
H35 -2.26 -1.57 0.77
H36 -3.85 -1.67 -1.27
H37 -4.65 -3.09 -0.50
H38 -5.83 -1.68 1.09
H39 -4.57 -0.29 0.98
H40 -6.15 -1.18 -1.57
H41 -5.38 0.42 -1.22
H42 -7.45 0.13 0.87
H43 -8.16 -0.42 -0.75
H44 -7.62 1.64 -1.86
H45 -6.54 2.25 -0.54
H46 -9.68 2.00 -0.32
H47 -8.67 3.51 -0.41
H48 -8.80 3.53 1.87
H49 -9.14 1.77 2.09
H50 -7.40 2.34 1.83
Tl1 -0.99 -2.62 -3.44

Values from the calculation:
spin multiplicity = 1
ΔE to the lowest compared entry with this formula, charge and spin = 0.0 kcal/mol
total charge = +2

(3)
DFT (the ωB97M-V functional and the def2-TZVPD basis) results for a 3-piece molecular cluster, C25H50N4O3PS2 overall.

Geometry (Å):
C1 1.30 -5.30 -0.34
C2 2.49 -4.58 -0.98
N1 2.70 -3.16 -0.69
C3 1.48 -2.32 -0.76
C4 1.70 -0.93 -1.32
P1 0.17 0.22 -0.95
C5 0.67 0.37 0.94
C6 2.06 0.88 1.35
C7 2.72 0.13 2.49
O1 1.89 -0.06 3.64
C8 1.10 1.85 -1.46
C9 0.58 3.13 -0.79
C10 -0.78 3.63 -1.32
S1 -2.11 3.51 -0.06
C11 -3.37 2.72 -1.05
S2 -4.04 3.50 -2.35
N2 -3.70 1.47 -0.68
C12 -3.51 1.07 0.74
C13 -4.00 -0.33 1.05
O2 -5.25 -0.64 0.45
C14 -5.07 -0.55 -0.95
C15 -4.85 0.88 -1.37
C16 3.49 -2.91 0.46
C17 3.00 -3.39 1.81
O3 4.54 -2.32 0.38
H1 1.31 -5.24 0.75
H2 1.32 -6.35 -0.63
H3 0.36 -4.89 -0.68
H4 3.42 -5.11 -0.73
H5 2.39 -4.67 -2.07
H6 0.77 -2.85 -1.39
H7 0.99 -2.25 0.22
H8 2.66 -0.52 -0.99
H9 1.75 -1.00 -2.41
H10 -0.28 0.04 -2.36
H11 -0.64 -0.99 -0.59
H12 -1.02 1.03 -0.71
H13 -0.09 1.02 1.38
H14 0.51 -0.61 1.39
H15 2.76 0.84 0.51
H16 2.00 1.94 1.64
H17 3.01 -0.88 2.17
H18 3.65 0.65 2.78
H19 1.55 0.81 3.89
H20 0.93 1.95 -2.54
H21 2.18 1.78 -1.33
H22 0.53 3.01 0.30
H23 1.30 3.94 -0.96
H24 -0.73 4.67 -1.62
H25 -1.12 3.03 -2.16
H26 -2.44 1.09 0.94
H27 -4.00 1.81 1.39
H28 -4.13 -0.42 2.13
H29 -3.25 -1.07 0.73
H30 -4.20 -1.17 -1.24
H31 -5.97 -0.94 -1.43
H32 -5.74 1.47 -1.14
H33 -4.68 0.94 -2.44
H34 3.67 -3.03 2.59
H35 2.97 -4.48 1.83
H36 1.99 -3.02 2.01
C18 -7.09 2.18 1.31
C19 -7.88 3.08 2.25
C20 -7.00 4.16 2.88
C21 -5.94 3.59 3.70
N3 -5.13 3.12 4.36
H37 -6.30 1.65 1.83
H38 -7.73 1.42 0.85
H39 -6.64 2.76 0.51
H40 -8.34 2.49 3.04
H41 -8.69 3.57 1.70
H42 -7.59 4.83 3.51
H43 -6.54 4.78 2.10
C22 7.46 -2.12 -3.23
C23 8.10 -1.48 -2.00
C24 7.06 -0.86 -1.06
C25 6.32 0.21 -1.71
N4 5.79 1.08 -2.25
H44 6.92 -1.38 -3.82
H45 8.21 -2.59 -3.87
H46 6.74 -2.89 -2.93
H47 8.81 -0.71 -2.31
H48 8.66 -2.23 -1.44
H49 7.54 -0.44 -0.18
H50 6.35 -1.61 -0.71

Values from the calculation:
spin multiplicity = 1
total charge = -1

| no. | gap between HOMO and LUMO (eV) | highest occupied orbital energy (eV) | LUMO level (eV) |
| --- | --- | --- | --- |
| 1 | 9.784 | -9.485 | 0.299 |
| 2 | 3.215 | -13.814 | -10.599 |
| 3 | 6.139 | -3.771 | 2.368 |